DFT (the ωB97M-V functional and the def2-TZVPD basis) results for a 2-piece molecular cluster, C2H2O4 overall in a non-equilibrium geometry.

The total charge is 0. For the HOMO energy, the calculation gives -11.0 eV. The value obtained for the frontier orbital gap is 11.496 eV. The calculation puts the energy above the lowest of the compared OMol25 structures with the same formula, charge and spin at 0.569 eV. Its structure (SMILES) is O=C=O.O=CO.

Last column: natural (NBO) charge in e.
Element x y z (Å)
O (-1.915, 0.250, 0.792)  -0.483
C (-1.499, -0.678, 0.294)  1.039
O (-1.017, -1.617, -0.148)  -0.546
O (0.654, 1.151, -1.301)  -0.571
C (0.919, 0.834, -0.226)  0.650
O (1.106, -0.326, 0.260)  -0.688
H (0.938, 1.485, 0.655)  0.090
H (0.813, -1.100, -0.327)  0.509